Molecular formula: C11H15NS
Method: DFT, ωB97M-V/def2-TZVPD

Values from the calculation:
SMILES: Cc1c[nH]c2ccccc12.CSC
gap between HOMO and LUMO: 8.8 eV
maximum force: 0.0820 Eh/bohr
HOMO energy: -0.2934 Eh

The geometry in ORCA input format:
```
! wB97M-V def2-TZVPD RIJCOSX def2/J DEFGRID3
* xyz 0 1
H -3.478 -0.707 1.931
C -2.519 -0.006 0.222
H -0.608 1.794 1.115
H 0.337 -2.454 1.176
H -1.952 0.456 -2.571
C 1.917 -1.695 -1.488
H -3.459 0.407 -0.104
C -0.323 -1.035 -0.264
H -0.664 3.535 0.650
H 0.148 2.281 -0.273
H 2.619 -1.249 -2.185
C -0.049 2.649 0.737
H 1.628 -2.641 -1.969
H 3.343 1.666 1.275
C 2.240 1.524 1.130
C -2.539 -0.758 1.382
H 2.227 1.227 0.078
H 2.292 0.557 1.663
S 1.385 2.923 1.827
H 0.444 0.250 -3.167
H 2.393 -2.034 -0.574
C 0.700 -0.855 -1.251
C 0.049 -0.270 -2.299
N -1.235 0.115 -1.960
H -1.472 -2.050 2.804
C -0.448 -1.728 0.942
C -1.493 -0.338 -0.666
C -1.484 -1.565 1.839
*
```